{"formula": "C10H16N4", "method": "ωB97M-V/def2-TZVPD", "elements": ["C", "C", "C", "C", "C", "C", "C", "C", "C", "C", "H", "H", "H", "H", "H", "H", "H", "H", "H", "H", "H", "H", "H", "H", "H", "H", "N", "N", "N", "N"], "xyz": [[1.117, -2.166, 1.324], [-0.203, -1.941, 2.084], [-0.904, -0.536, 1.699], [-0.088, 0.828, 1.857], [-0.671, 1.964, 1.000], [-0.205, 1.432, -0.315], [0.953, 1.837, -2.057], [-0.017, -0.205, -1.878], [-0.794, 0.272, -0.719], [-1.528, -0.681, 0.253], [1.881, -2.865, 1.945], [1.373, -1.079, 1.363], [1.166, -2.572, 0.251], [0.078, -2.376, 3.308], [-1.329, -2.669, 1.832], [-1.751, -0.309, 2.522], [0.099, 1.124, 3.045], [1.015, 0.756, 1.453], [0.169, 2.638, 1.247], [-1.838, 2.183, 1.175], [1.313, 2.473, -4.197], [1.658, 3.721, -2.922], [0.474, -1.453, -3.305], [-1.048, -2.194, -2.091], [-2.476, -0.170, -0.025], [-1.325, -1.856, 0.062], [0.480, 2.236, -0.998], [1.430, 2.665, -3.224], [1.274, 0.365, -2.192], [-0.302, -1.423, -2.498]], "atomic_forces_ev_per_a": [[1.159, -0.877, 0.456], [-3.516, -2.957, 1.792], [-1.154, 1.280, 2.933], [1.747, -1.296, 2.533], [0.557, -0.953, 1.831], [-5.985, -1.199, 3.453], [5.171, -4.220, -7.050], [2.112, -1.691, 1.088], [3.606, -1.792, -2.006], [1.406, -0.071, -0.867], [-1.783, 1.912, -1.416], [1.291, -1.230, -0.545], [-0.603, 0.843, 1.469], [-1.278, 2.320, -3.476], [3.841, 1.396, 0.669], [1.473, -1.013, -1.943], [-0.837, -0.886, -2.938], [-1.868, -0.137, 0.850], [-1.691, 1.437, -0.092], [2.932, -0.123, -0.461], [-0.139, -0.607, 0.070], [-1.031, -3.405, -1.247], [-2.620, -1.162, 2.300], [3.053, 2.829, -1.731], [-0.712, -1.765, 1.602], [-1.228, 2.895, -0.443], [0.926, 5.546, -0.637], [0.131, 2.286, 5.645], [-5.808, 2.322, -1.533], [0.847, 0.321, -0.304]], "total_charge": 0, "gap_ev": 8.78, "homo_energy_ev": -8.1}



{"formula": "C10H16N4O4", "method": "ωB97M-V/def2-TZVPD", "elements": ["C", "C", "C", "C", "C", "C", "C", "C", "C", "C", "H", "H", "H", "H", "H", "H", "H", "H", "H", "H", "H", "H", "H", "H", "H", "H", "N", "N", "N", "N", "O", "O", "O", "O"], "xyz": [[0.484, 0.011, 2.526], [-0.700, 0.470, 1.583], [1.694, 0.941, 2.091], [2.134, 0.759, 0.673], [2.403, 1.742, -0.323], [3.284, -0.111, -0.889], [-2.299, -0.341, -0.196], [-2.874, -1.654, -0.443], [-1.639, 0.366, -1.397], [-0.809, -0.516, -2.363], [1.691, -1.567, 2.176], [1.150, -1.607, 3.583], [0.111, 0.468, 3.432], [1.479, 1.956, 2.511], [2.720, 0.396, 2.453], [2.091, 2.741, -0.267], [3.858, -0.993, -1.307], [3.292, 1.463, -2.213], [-1.458, -1.580, 1.342], [-3.005, 0.437, 0.079], [-0.941, 1.233, -1.264], [-2.757, 1.731, -2.505], [-0.512, 0.171, -3.247], [-1.227, -1.470, -2.733], [0.154, -0.707, -1.909], [-3.493, -1.028, -2.192], [0.788, -1.407, 2.628], [2.709, -0.396, 0.326], [3.116, 1.137, -1.324], [-1.402, -0.556, 0.992], [-0.944, 1.621, 1.313], [-2.779, -2.556, 0.403], [-2.958, 0.748, -1.842], [-3.360, -1.901, -1.695]], "atomic_forces_ev_per_a": [[-0.093, 2.094, -1.001], [-0.153, -3.121, -0.786], [1.542, -2.074, 1.133], [0.212, 3.500, -1.600], [-1.385, -1.456, 2.131], [0.394, -4.609, 1.574], [3.424, 1.938, 3.784], [-0.375, -3.538, -0.070], [-0.031, -1.302, -0.390], [0.092, 1.377, -1.523], [-0.517, 0.032, -0.974], [-1.111, 0.344, -0.391], [0.217, -0.434, 0.872], [0.758, -0.820, -0.889], [-2.503, 1.745, 0.746], [-0.174, 1.181, -0.453], [-0.702, 1.816, -0.276], [0.625, 0.842, -1.892], [0.698, 2.489, -0.592], [-0.525, -0.463, 0.478], [-1.184, -0.601, 0.973], [-1.349, -4.712, 2.766], [-0.691, -1.196, 1.035], [0.008, 0.667, 0.257], [0.207, -0.229, 0.478], [0.372, -1.238, 1.005], [0.987, -0.193, 1.108], [1.490, 0.369, -3.046], [-0.820, -1.019, 2.884], [-0.057, -1.579, -0.061], [0.330, 1.125, 0.163], [-0.791, 1.648, -2.356], [1.536, 6.210, -5.677], [-0.429, 1.207, 0.591]], "total_charge": 0, "gap_ev": 8.61, "homo_energy_ev": -8.5}



{"formula": "C10H16N4ORuSSi", "method": "ωB97M-V/def2-TZVPD", "elements": ["Ru", "N", "C", "S", "N", "N", "C", "C", "C", "C", "C", "C", "N", "H", "H", "H", "H", "H", "H", "H", "C", "Si", "C", "C", "O", "H", "H", "H", "H", "H", "H", "H", "H", "H"], "xyz": [[-1.117, 1.485, 0.759], [-3.141, -0.202, 4.138], [-2.345, 0.144, 3.150], [-2.826, 1.567, 2.170], [-1.247, -0.548, 2.915], [-0.586, -0.060, 1.862], [0.567, -0.495, 1.488], [1.023, 0.318, 0.289], [2.427, 0.026, -0.115], [3.388, 0.935, 0.129], [3.047, 2.202, 0.699], [1.745, 2.575, 0.986], [0.759, 1.720, 0.730], [-3.969, 0.328, 4.359], [-2.916, -1.008, 4.706], [1.098, -1.307, 1.970], [2.648, -0.958, -0.512], [4.424, 0.730, -0.103], [3.837, 2.921, 0.880], [1.482, 3.560, 1.348], [-0.214, 0.225, -3.537], [-0.485, -0.807, -2.037], [-2.255, -1.127, -1.625], [0.607, -2.293, -1.924], [-0.012, 0.264, -0.684], [-0.499, -0.340, -4.428], [0.835, 0.506, -3.656], [-0.817, 1.134, -3.521], [-2.725, -1.736, -2.402], [-2.829, -0.199, -1.567], [-2.363, -1.665, -0.681], [0.208, -3.046, -2.609], [0.617, -2.752, -0.932], [1.631, -2.095, -2.247]], "atomic_forces_ev_per_a": [[-0.108, -0.345, -0.083], [0.038, -0.009, -0.010], [-0.073, -0.032, 0.046], [0.153, 0.025, 0.073], [-0.027, 0.125, -0.129], [-0.090, 0.080, 0.027], [0.044, -0.044, -0.001], [0.009, 0.043, -0.168], [0.036, 0.004, 0.020], [-0.065, 0.030, 0.019], [0.126, 0.000, -0.026], [-0.154, -0.108, -0.075], [0.129, 0.059, 0.179], [-0.005, 0.004, 0.000], [-0.002, 0.001, 0.003], [-0.034, -0.005, 0.023], [-0.009, -0.003, 0.019], [-0.003, -0.019, -0.001], [-0.024, 0.019, 0.004], [0.029, 0.004, 0.013], [0.032, -0.002, -0.005], [-0.026, -0.073, 0.007], [-0.019, 0.018, 0.053], [0.017, -0.017, 0.019], [0.027, 0.259, 0.033], [-0.013, 0.004, 0.006], [-0.006, 0.006, 0.004], [-0.001, 0.002, -0.011], [0.022, 0.006, -0.016], [-0.018, -0.006, -0.004], [0.003, -0.001, -0.007], [0.019, -0.008, 0.003], [-0.002, 0.002, -0.002], [-0.004, -0.021, -0.011]], "total_charge": 2, "gap_ev": [5.24, 5.28], "homo_energy_ev": [-15.7, -15.7]}



{"formula": "C10H16N6O4", "method": "ωB97M-V/def2-TZVPD", "elements": ["O", "O", "O", "O", "C", "C", "C", "C", "N", "N", "N", "N", "N", "N", "C", "C", "C", "C", "C", "C", "H", "H", "H", "H", "H", "H", "H", "H", "H", "H", "H", "H", "H", "H", "H", "H"], "xyz": [[-2.486, 1.353, -5.266], [1.309, -1.905, 5.331], [-2.889, -0.599, -3.982], [1.898, 0.152, 4.781], [-1.396, 0.212, -2.334], [1.482, -0.221, 2.470], [-1.484, 1.146, -3.227], [1.561, -1.449, 3.057], [-2.206, -0.815, -2.773], [1.668, 0.780, 3.498], [-2.479, 0.836, -4.172], [1.845, -1.220, 4.429], [-0.590, 0.182, -1.187], [1.071, 0.228, 1.238], [-0.558, 2.412, -3.321], [0.976, -2.742, 2.513], [0.359, -0.973, -0.986], [-1.054, 0.914, 0.030], [1.533, -0.466, -0.031], [0.041, 1.283, 0.987], [-2.664, -1.325, -2.096], [1.014, 1.572, 3.457], [0.333, 2.327, -2.637], [-1.005, 3.385, -3.063], [-0.153, 2.511, -4.357], [1.749, -3.500, 2.499], [0.242, -3.096, 3.179], [0.398, -2.637, 1.648], [-0.185, -1.744, -0.374], [0.710, -1.359, -1.899], [-1.771, 0.225, 0.598], [-1.690, 1.729, -0.271], [2.083, 0.316, -0.574], [2.183, -1.234, 0.396], [0.626, 2.038, 0.502], [-0.471, 1.681, 1.936]], "atomic_forces_ev_per_a": [[0.121, 1.184, -6.421], [-2.518, -2.355, 2.706], [1.064, -0.682, -0.135], [-1.273, 2.102, -1.920], [1.392, 0.008, 1.022], [-1.153, -0.751, 2.312], [1.502, 2.715, -1.854], [-1.830, 2.475, -0.227], [1.126, -2.766, 0.257], [1.492, 1.791, -1.266], [-1.018, 2.837, 6.250], [3.823, -3.036, -2.111], [0.964, -0.071, 0.305], [-1.277, -0.386, -2.730], [0.071, -0.944, -0.357], [1.881, 0.891, 1.910], [-1.319, 1.785, 4.038], [-1.161, -3.584, -0.013], [-1.043, 1.164, 1.006], [0.708, -0.247, 1.196], [-2.001, -0.993, 1.268], [-0.177, -0.831, 0.595], [-0.964, -0.382, -0.491], [-0.381, -0.419, -0.139], [-0.490, -0.154, 0.629], [0.102, -0.476, -0.570], [-0.731, -0.363, 1.548], [-0.078, 0.454, -1.895], [0.451, 0.091, -0.706], [0.340, -0.299, -1.205], [0.616, 0.521, -0.341], [0.221, 0.604, -0.276], [0.250, -0.356, -0.271], [0.026, -0.163, -0.760], [0.172, 1.274, -0.158], [1.093, -0.639, -1.193]], "total_charge": -2, "gap_ev": 3.84, "homo_energy_ev": 1.5}



{"formula": "C10H16NO", "method": "ωB97M-V/def2-TZVPD", "elements": ["C", "C", "C", "C", "C", "C", "C", "C", "C", "C", "N", "O", "H", "H", "H", "H", "H", "H", "H", "H", "H", "H", "H", "H", "H", "H", "H", "H"], "xyz": [[2.267, 0.944, -0.937], [3.057, 1.055, -2.003], [1.581, 0.749, 0.132], [1.134, 0.896, 1.392], [-2.497, -0.028, 0.482], [-1.793, 1.098, -0.243], [-2.007, -1.303, -0.093], [-0.667, 0.451, -0.854], [0.939, -0.297, 2.261], [0.125, -1.907, -1.314], [-0.751, -0.883, -0.825], [0.786, 2.045, 2.066], [3.272, 1.979, -2.381], [3.674, 0.290, -2.650], [-2.282, -0.048, 1.554], [-3.591, -0.015, 0.260], [-2.508, 1.353, -0.935], [-1.563, 1.953, 0.442], [-1.851, -2.013, 0.783], [-2.808, -1.715, -0.755], [0.062, 0.885, -1.580], [1.901, -0.481, 2.739], [0.300, -0.017, 3.101], [0.711, -1.233, 1.832], [-0.337, -2.858, -1.526], [0.696, -1.601, -2.167], [0.942, -2.049, -0.440], [1.205, 2.750, 1.662]], "atomic_forces_ev_per_a": [[1.069, -0.735, -0.491], [0.219, -3.118, 0.138], [0.449, 1.744, 0.291], [-0.251, -0.803, -0.077], [-1.637, 0.008, 1.147], [0.261, 0.422, 3.037], [0.170, -1.317, 0.477], [1.983, -2.986, -2.503], [0.627, 1.177, 1.532], [3.033, 0.005, 2.266], [-2.312, 1.320, 0.663], [-0.699, -3.228, 0.132], [0.188, 2.641, -0.716], [-1.717, 0.845, 1.943], [-0.365, 0.418, -0.105], [0.784, 0.440, 0.873], [-1.074, 1.499, -2.246], [-0.023, -0.571, -0.895], [0.371, 0.415, -1.609], [1.277, -0.057, 0.005], [-0.831, -0.239, 0.835], [0.288, 0.077, 0.112], [-0.304, -0.301, -0.218], [-0.682, -0.755, -0.887], [-0.541, 0.051, 0.182], [0.169, 0.398, -0.550], [-1.736, -0.025, -1.961], [1.284, 2.675, -1.374]], "total_charge": 1, "gap_ev": 8.30, "homo_energy_ev": -12.0}



{"formula": "C10H16NOP", "method": "ωB97M-V/def2-TZVPD", "elements": ["C", "C", "C", "C", "C", "C", "C", "C", "C", "C", "N", "O", "P", "H", "H", "H", "H", "H", "H", "H", "H", "H", "H", "H", "H", "H", "H", "H", "H"], "xyz": [[-1.902, 1.548, 3.068], [-1.781, 2.274, 1.919], [-1.587, 0.164, 3.053], [-1.388, 1.715, 0.731], [-1.232, -0.438, 1.785], [-1.132, 0.362, 0.656], [1.835, -0.976, 0.486], [1.863, -1.554, -2.148], [1.433, 0.887, -1.346], [1.262, -0.660, -0.986], [-1.239, -0.573, -2.369], [-0.794, -2.387, -0.632], [-0.482, -0.999, -0.991], [-1.951, 2.128, 3.970], [-1.871, 3.371, 1.840], [-1.594, -0.588, 3.870], [-1.487, 2.436, -0.013], [-1.152, -1.534, 1.545], [2.400, -1.867, 0.619], [2.488, -0.189, 0.838], [1.131, -0.972, 1.277], [1.541, -1.103, -3.112], [1.577, -2.616, -2.158], [2.964, -1.560, -2.212], [1.062, 1.149, -2.376], [0.814, 1.542, -0.821], [2.442, 1.175, -1.286], [-2.044, -1.143, -2.355], [-1.178, 0.407, -2.853]], "atomic_forces_ev_per_a": [[1.380, -1.383, 1.091], [0.274, 1.176, -0.517], [0.170, -1.175, -1.824], [-0.574, -0.785, 0.554], [-0.995, 0.457, 0.741], [0.894, -2.532, -2.314], [0.044, 1.175, -1.229], [0.265, 0.684, -0.412], [-0.946, -1.929, -1.979], [1.356, 0.568, -0.187], [1.584, 2.968, -1.471], [-0.492, -0.497, 0.223], [-0.586, 2.397, 3.440], [-0.608, -0.270, 0.598], [-0.361, -0.608, 0.749], [-0.250, 1.252, -0.076], [0.574, 0.476, -2.076], [0.094, 1.040, 1.101], [0.317, -1.025, -0.603], [0.448, 0.512, -0.472], [-1.252, -0.187, 0.308], [0.033, -0.405, 0.532], [-0.273, 0.451, 0.392], [-0.284, 0.298, 0.475], [0.669, -0.827, 0.399], [-0.718, 0.773, 1.818], [1.338, 0.401, 0.160], [-1.475, -0.126, -0.903], [-0.624, -2.880, 1.480]], "total_charge": 0, "gap_ev": 9.70, "homo_energy_ev": -9.1}